Version i
8
Properties=species:S:1:pos:R:3:mulliken_charge:R:1 method="wB97M-V/def2-TZVPD" mol_weight_g_mol=77.51 lumo_energy_ev=0.94 orbital_gap_ha=0.43127 charge=0
C 1.481 1.234 1.067 -0.13
C -0.228 -1.035 -1.031 -0.58
N 0.604 1.793 1.610 -0.19
Cl -1.884 -0.447 -0.624 -0.20
H 0.255 -0.237 -1.578 0.25
H -0.273 -2.001 -1.517 0.30
H 0.276 -1.221 -0.168 0.23
H -0.231 1.914 2.241 0.32

Version ii
8
Properties=species:S:1:pos:R:3:mulliken_charge:R:1 method="wB97M-V/def2-TZVPD" mol_weight_g_mol=77.51 lumo_energy_ev=-0.87 orbital_gap_ha=0.30721 charge=0
C -1.160 0.025 0.213 -0.16
C 2.852 -0.718 -0.543 -0.17
N -2.315 0.103 -0.177 -0.49
Cl 2.337 0.060 0.752 0.02
H -0.534 -0.850 -0.017 0.22
H -0.740 0.699 0.978 0.16
H 2.239 -0.234 -1.351 0.14
H -2.679 0.915 0.145 0.27

Version iii
8
Properties=species:S:1:pos:R:3:mulliken_charge:R:1 method="wB97M-V/def2-TZVPD" mol_weight_g_mol=77.51 lumo_energy_ev="0.68 / 0.58" orbital_gap_ha="0.31513 / 0.30158" charge=0
C -0.045 -0.792 0.880 -0.07
C -0.111 1.387 -0.687 -0.61
N 0.478 -1.721 0.311 -0.38
Cl -0.165 0.764 -2.264 -0.12
H -0.557 -0.539 1.793 0.28
H -1.026 1.804 -0.314 0.33
H 0.836 1.774 -0.371 0.34
H 0.589 -2.676 0.652 0.24

Most stable pick: version i. Distance to second place: 258.2 kJ/mol.

Version i
7
Properties=species:S:1:pos:R:3:mulliken_charge:R:1 method="wB97M-V/def2-TZVPD" mol_weight_g_mol=110.16 lumo_energy_ev="-1.82 / -1.81" orbital_gap_ha="0.28632 / 0.28660" charge=0
C -0.754 0.087 -0.018 -0.48
O 2.441 1.059 0.666 -0.28
O -2.013 -2.061 0.307 -0.49
S 3.182 1.060 -0.614 0.28
S -1.728 -1.021 -0.628 0.34
H -0.558 0.850 -0.714 0.32
H -0.570 0.026 1.001 0.30

Version ii
7
Properties=species:S:1:pos:R:3:mulliken_charge:R:1 method="wB97M-V/def2-TZVPD" mol_weight_g_mol=110.16 lumo_energy_ev=-0.79 orbital_gap_ha=0.30478 charge=0
C -0.166 -0.118 0.662 -0.47
O -1.095 1.648 -1.025 -0.53
O 1.462 -1.694 -0.804 -0.51
S -0.943 0.168 -0.921 0.43
S 1.241 -0.297 -0.440 0.43
H 0.099 1.250 1.178 0.30
H -0.598 -0.956 1.349 0.35

Most stable pick: version i. Distance to second place: 30.5 kJ/mol.

Version i
8
Properties=species:S:1:pos:R:3:mulliken_charge:R:1 method="wB97M-V/def2-TZVPD" s_squared=2.0068 mol_weight_g_mol=98.10 lumo_energy_ev="0.76 / -2.70" orbital_gap_ha="0.26989 / 0.26174" charge=0 multiplicity=3
N 0.911 1.533 -0.595 -0.42
N -0.531 -0.498 -0.428 -0.03
O -1.115 -1.783 0.031 -0.38
F 0.412 0.305 1.759 -0.33
S 1.140 0.296 0.199 0.29
H 1.363 2.397 -0.401 0.27
H -0.587 -0.683 -1.376 0.26
H -1.593 -1.567 0.811 0.35

Version ii
8
Properties=species:S:1:pos:R:3:mulliken_charge:R:1 method="wB97M-V/def2-TZVPD" s_squared=2.0090 mol_weight_g_mol=98.10 lumo_energy_ev="0.13 / -2.09" orbital_gap_ha="0.28543 / 0.29169" charge=0 multiplicity=3
N 1.127 -0.646 0.136 -0.42
N -0.537 -0.046 -0.557 0.13
O -0.953 1.076 0.158 -0.20
F -1.292 -1.093 -0.013 -0.17
S -0.798 2.484 -0.659 0.01
H 1.326 -0.016 0.887 0.24
H 1.704 -0.573 -0.655 0.25
H 0.542 2.268 -0.425 0.16

Most stable pick: version i. Distance to second place: 206.6 kJ/mol.

Version i
8
Properties=species:S:1:pos:R:3:mulliken_charge:R:1 method="wB97M-V/def2-TZVPD" mol_weight_g_mol=113.16 lumo_energy_ev="-1.06 / -1.89" orbital_gap_ha="0.29847 / 0.23516" charge=0
N -0.211 -0.140 2.114 -0.36
O -1.225 -0.482 -1.909 -0.63
O 0.751 0.873 0.059 -0.22
S 2.129 0.247 0.702 -0.22
S -0.663 0.660 0.932 0.54
H -0.642 -1.171 -2.026 0.30
H 0.767 -0.420 2.231 0.26
H -0.905 0.433 -2.103 0.34

Version ii
8
Properties=species:S:1:pos:R:3:mulliken_charge:R:1 method="wB97M-V/def2-TZVPD" mol_weight_g_mol=113.16 lumo_energy_ev=0.33 orbital_gap_ha=0.35162 charge=0
N 0.582 -0.650 0.247 -0.46
O -1.594 -1.050 -1.232 -0.38
O -0.898 0.555 -2.964 -0.48
S -2.033 0.234 -2.195 0.51
S 0.056 -1.597 -0.983 0.16
H 0.683 0.420 -0.024 0.28
H 0.390 -0.895 1.253 0.26
H -1.834 1.238 -1.175 0.11

Most stable pick: version ii. Distance to second place: 97.3 kJ/mol.

Version i
8
Properties=species:S:1:pos:R:3:mulliken_charge:R:1 method="wB97M-V/def2-TZVPD" mol_weight_g_mol=190.41 lumo_energy_ev="-2.46 / -2.45" orbital_gap_ha="0.21829 / 0.21885" charge=0
C 0.063 -0.130 -0.338 -0.73
C -0.829 0.730 0.446 -0.20
Cl -1.057 2.320 -0.028 -0.01
I -3.941 -0.153 -0.009 -0.39
H 0.316 -1.026 0.218 0.28
H 0.972 0.423 -0.588 0.34
H -0.384 -0.421 -1.291 0.26
H -1.133 0.488 1.451 0.45

Version ii
8
Properties=species:S:1:pos:R:3:mulliken_charge:R:1 method="wB97M-V/def2-TZVPD" mol_weight_g_mol=190.41 lumo_energy_ev=-1.45 orbital_gap_ha=0.28269 charge=0
C 0.007 -0.266 0.814 -0.80
C 0.234 -0.067 -0.620 -0.30
Cl -0.614 -1.132 -1.611 -0.09
I -0.569 2.540 -0.906 -0.16
H 0.115 -1.461 0.954 0.30
H -1.052 -0.001 1.132 0.31
H 0.701 0.338 1.417 0.30
H 1.178 0.049 -1.181 0.45

Most stable pick: version ii. Distance to second place: 57.5 kJ/mol.